{
  "formula": "C25H74Ag2N14O12",
  "method": "ωB97M-V/def2-TZVPD",
  "homo_lumo_gap_ev": 5.73,
  "e_above_lowest_kj_mol": 4156.78,
  "homo_energy_ha": -0.2111,
  "molar_mass_da": 978.69,
  "max_force_ev_per_a": 15.0,
  "energy_ev": -80512.4340,
  "symbols": ["Ag", "Ag", "O", "C", "C", "O", "H", "H", "H", "H", "C", "C", "C", "O", "C", "N", "H", "H", "H", "H", "H", "H", "H", "H", "H", "H", "H", "C", "C", "C", "O", "C", "N", "H", "H", "H", "H", "H", "H", "H", "H", "H", "H", "H", "C", "C", "C", "O", "C", "N", "H", "H", "H", "H", "H", "H", "H", "H", "H", "H", "H", "C", "C", "C", "O", "C", "N", "H", "H", "H", "H", "H", "H", "H", "H", "H", "H", "H", "C", "C", "O", "H", "H", "H", "H", "H", "H", "C", "O", "N", "N", "H", "H", "H", "H", "C", "O", "N", "N", "H", "H", "H", "H", "C", "O", "N", "N", "H", "H", "H", "H", "C", "O", "N", "N", "H", "H", "H", "H", "C", "O", "N", "N", "H", "H", "H", "H"],
  "coordinates": [[-0.79380, 0.27281, -1.92283], [-0.58503, -2.38354, 0.45186], [-0.10578, -0.91383, -0.74269], [0.54421, -0.33215, 0.38358], [-0.18286, -0.46739, 1.74028], [-0.12642, -1.61851, 2.50878], [0.61910, 0.74587, 0.24090], [1.59408, -0.62157, 0.33777], [-1.22365, -0.14970, 1.80289], [0.26548, 0.28104, 2.39368], [-1.80300, 3.02331, -2.68462], [-0.55569, 2.93828, -1.79944], [-0.33007, 4.22871, -1.13457], [-1.43360, 4.75848, -0.30182], [-2.06229, 5.99321, -0.76317], [-0.65003, 1.79261, -0.95639], [-2.65516, 3.07002, -2.00658], [-1.88571, 2.16112, -3.34634], [-1.77703, 3.89570, -3.33759], [0.34878, 2.82155, -2.39644], [0.18472, 4.92318, -1.79849], [0.39733, 4.20855, -0.32304], [-1.45783, 6.87004, -0.53101], [-3.01800, 6.09122, -0.24827], [-2.24864, 5.92667, -1.83506], [-0.16274, 1.96840, -0.08936], [-1.59337, 1.82993, -0.59746], [-3.45344, -2.65533, -3.31891], [-2.67467, -1.34331, -2.85989], [-2.87031, -0.90474, -1.33978], [-2.30858, 0.34202, -1.03105], [-2.47919, 0.67225, 0.39455], [-1.27957, -1.58700, -3.15832], [-4.44440, -2.44304, -3.72018], [-3.49047, -3.42454, -2.54751], [-2.84789, -3.08543, -4.11668], [-3.08806, -0.45513, -3.33777], [-2.43850, -1.68010, -0.70697], [-3.95189, -0.96779, -1.22010], [-2.14388, -0.25736, 0.85444], [-3.54259, 0.84811, 0.55686], [-1.71841, 1.38529, 0.71216], [-0.88218, -1.91033, -2.28790], [-1.16199, -2.29504, -3.86893], [4.99363, 1.06081, -2.40485], [5.15291, 0.87694, -0.99627], [3.87339, 1.14164, -0.23116], [4.23073, 0.99615, 1.17772], [3.25630, 1.53511, 2.05991], [5.69098, -0.45432, -0.68452], [4.03715, 0.72390, -2.80452], [5.79605, 0.63898, -3.01006], [5.02052, 2.13532, -2.58599], [5.81855, 1.67137, -0.65878], [3.08401, 0.41258, -0.41407], [3.54914, 2.17050, -0.38740], [3.63553, 1.31231, 3.05723], [2.30454, 1.03161, 1.89040], [3.08660, 2.58743, 1.83206], [6.65184, -0.28098, -0.94297], [5.23061, -1.10708, -1.30263], [-0.35458, 0.86596, -5.89798], [-0.29537, 0.51002, -4.40032], [0.86094, 1.27132, -3.72132], [1.00942, 1.00892, -2.28913], [2.24791, 1.17618, -1.69440], [-1.52783, 0.86402, -3.79000], [-0.43627, 1.95059, -5.96871], [-1.19563, 0.45725, -6.45807], [0.62214, 0.56545, -6.27721], [-0.11434, -0.55755, -4.27530], [0.95151, 2.32766, -3.97437], [1.83794, 1.01667, -4.13210], [2.95546, 0.44318, -2.08196], [2.23772, 0.86982, -0.64839], [2.57716, 2.21282, -1.76551], [-2.19268, 0.18298, -4.12802], [-1.86950, 1.68496, -4.26897], [2.14764, -5.04377, 1.56086], [1.73744, -3.66409, 2.10885], [0.48971, -3.37970, 1.59626], [2.07600, -5.02209, 0.47343], [1.46100, -5.82665, 1.88292], [3.20701, -5.26773, 1.68603], [2.35381, -2.94286, 1.57219], [1.84010, -3.61616, 3.19295], [0.11442, -2.60339, 2.01827], [2.58643, -1.88209, -1.55970], [3.41413, -2.18458, -2.35322], [2.74743, -1.76652, -0.28344], [1.40126, -1.52887, -1.94916], [2.03297, -1.48113, 0.37093], [3.62267, -2.12498, 0.07091], [0.75848, -1.35561, -1.18960], [1.14733, -1.66012, -2.91786], [-3.02355, -2.29128, 1.63190], [-2.39125, -3.03242, 0.83982], [-4.29439, -2.21915, 1.53342], [-2.50983, -1.61934, 2.57572], [-4.73191, -1.47862, 2.06285], [-4.81975, -2.81399, 0.90871], [-2.94828, -0.96934, 3.21241], [-1.51332, -1.78300, 2.59241], [1.79587, -1.33128, 4.66881], [2.31351, -1.18826, 5.76318], [0.98030, -2.29067, 4.37849], [1.94944, -0.61067, 3.55965], [0.66904, -2.34031, 3.41893], [0.79045, -2.96406, 5.10691], [1.23070, -0.48277, 2.86168], [2.45444, 0.22792, 3.80832], [-3.86729, 0.30900, 3.36792], [-4.59667, -0.69044, 3.23321], [-2.80207, 0.64936, 2.70763], [-4.16532, 1.16578, 4.24785], [-2.31784, 0.05667, 2.04861], [-2.38801, 1.53810, 2.95016], [-5.00485, 0.89768, 4.74123], [-3.58228, 1.92989, 4.55815], [-1.14707, -0.03939, 5.11859], [-1.49799, 0.45186, 6.18008], [-0.58593, 0.63148, 4.06472], [-1.29446, -1.31801, 4.73151], [-0.10379, 1.47984, 4.32534], [-0.37042, 0.12747, 3.21642], [-0.95700, -1.73769, 3.87706], [-1.66125, -1.76920, 5.55734]],
  "forces_ev_per_a": [[3.8, -3.1, -14.2], [-2.8, -1.6, -7.6], [-1.7, -0.6, 11.5], [-1.6, 1.5, 0.5], [1.2, 0.8, -0.6], [-0.8, 6.5, 0.2], [0.1, -0.3, 0.3], [-2.1, 2.9, 1.0], [2.9, -0.4, -0.8], [1.4, 1.1, -2.8], [-0.1, 1.7, 0.6], [0.0, 1.5, -1.3], [0.3, 2.1, 2.9], [-0.2, 0.7, -1.5], [0.4, -1.3, 0.1], [-0.4, 11.1, 6.4], [-0.3, 0.3, -0.1], [-0.6, 3.5, 3.9], [0.0, 0.5, 0.3], [-0.4, 0.5, 0.1], [-0.9, 0.6, -0.5], [0.7, -0.9, -0.1], [0.2, 0.0, 0.0], [0.1, -0.1, 0.0], [0.0, 0.1, -0.1], [0.8, 1.0, 0.2], [0.7, 1.4, -0.9], [0.2, 1.2, 0.5], [-1.6, -1.5, 1.0], [-1.5, -2.5, -1.2], [-13.1, 0.0, 6.5], [-1.5, -2.4, -2.1], [-0.7, -1.6, 0.2], [-0.1, -0.1, 0.2], [-0.1, 0.2, 0.2], [-0.3, 0.0, -0.2], [-0.5, -0.9, -0.3], [-0.2, 0.1, -0.1], [-0.3, 0.4, 0.4], [-1.2, -0.1, -1.8], [0.3, 0.5, 0.2], [-1.2, 0.1, 0.4], [0.4, -0.9, -0.4], [-0.1, -0.4, 0.0], [0.0, 1.4, -3.6], [-0.2, -0.7, 2.3], [3.8, -0.7, 4.6], [0.0, 0.6, -0.3], [0.7, -0.5, -1.3], [0.1, 1.2, 0.7], [1.4, -0.2, -0.6], [0.1, -0.1, 0.2], [-0.2, 0.3, -0.4], [0.4, -0.3, 0.5], [4.3, -0.8, 2.0], [0.2, -0.1, 0.4], [-0.1, 0.6, -0.1], [-0.2, 0.0, 0.2], [0.2, 0.4, 0.4], [0.3, -1.2, -0.1], [0.3, -0.4, -0.4], [1.3, 0.3, 0.7], [2.1, 0.8, -1.9], [2.8, -0.5, -0.1], [3.8, 1.9, -4.3], [-3.1, 0.0, -2.5], [-1.4, -2.9, -4.8], [0.1, 0.2, -0.2], [0.2, -0.4, 0.2], [-0.2, 0.0, -0.8], [0.1, 0.7, -0.2], [-1.0, 0.6, 0.3], [0.0, -1.0, -0.5], [-1.1, 0.4, -0.1], [-4.4, 1.9, -2.0], [-0.1, -0.1, -0.4], [0.3, 0.0, -0.3], [0.3, -0.9, -2.2], [0.0, 0.5, -0.6], [2.3, -1.8, -1.9], [3.6, -9.2, 1.8], [-0.3, 0.2, -0.2], [0.3, -0.1, 0.3], [-0.1, -0.2, 0.7], [0.9, -0.1, 1.0], [0.0, -0.2, -0.6], [0.8, -0.5, 1.8], [-2.4, 0.2, -2.9], [5.0, -1.6, -2.3], [3.4, -1.2, 4.4], [3.1, -2.3, -5.1], [1.9, -3.3, -0.4], [0.0, 0.3, 0.2], [0.4, -1.1, -1.4], [0.6, 0.0, 0.3], [-1.5, -2.9, -1.9], [-2.3, -1.8, 0.5], [-4.6, -1.1, -2.5], [2.3, -0.7, 1.4], [-0.5, -0.4, 0.0], [0.5, 0.1, -0.1], [0.9, -3.5, -0.3], [-0.5, -0.1, 0.2], [-0.1, -0.9, 1.3], [0.7, 0.9, 0.2], [-0.5, -4.1, 2.3], [3.1, 3.5, -0.8], [0.6, -0.5, 2.0], [0.0, 0.1, -0.3], [1.6, -0.7, 1.3], [-0.1, -0.1, -0.4], [-1.8, -0.2, -1.1], [-1.0, 1.6, 1.5], [1.2, 3.0, -0.9], [-2.6, 3.3, 4.4], [-2.0, 1.0, 1.9], [0.0, -0.3, 0.0], [0.2, 0.6, 0.4], [-0.2, -0.3, 0.1], [0.6, -0.1, -1.3], [0.1, 0.0, -0.1], [-0.1, 2.3, 2.0], [-2.4, 0.2, 3.8], [0.2, -0.1, -0.3], [-0.9, 0.8, 3.3], [0.2, 0.4, 1.8], [-0.1, -1.1, -0.6]]
}

***

{
  "formula": "C3H3CsFO3",
  "method": "ωB97M-V/def2-TZVPD",
  "homo_lumo_gap_ev": [7.23, 7.25],
  "e_above_lowest_kj_mol": 48.56,
  "homo_energy_ha": [-0.2921, -0.2928],
  "molar_mass_da": 238.96,
  "max_force_ev_per_a": 4.3,
  "spin_multiplicity": 2,
  "energy_ev": -12564.1162,
  "symbols": ["H", "O", "O", "O", "C", "C", "C", "F", "H", "H", "Cs"],
  "coordinates": [[-1.89325, 0.66964, 0.54012], [-0.83147, -0.90868, -0.19264], [1.48061, 0.37113, 0.72304], [2.28373, -1.45279, -0.29959], [-0.90607, 0.22543, 0.30649], [0.19303, 0.69417, 1.22749], [1.84037, -0.89117, 0.65125], [-1.29847, 0.84491, -2.25313], [0.15049, 1.78585, 1.33021], [0.04731, 0.25723, 2.22697], [-1.06629, -1.59571, -4.26020]],
  "forces_ev_per_a": [[0.2, 0.4, -0.8], [0.1, 2.7, 0.8], [0.1, 1.0, -0.2], [0.2, 0.4, 1.0], [-0.8, -4.2, 0.5], [0.3, 1.0, -0.2], [-0.2, -1.3, -1.2], [0.1, -0.6, -0.6], [0.3, -0.3, 0.0], [-0.2, -0.1, -0.3], [0.0, 1.0, 1.0]]
}

***

{
  "formula": "H20O10",
  "method": "ωB97M-V/def2-TZVPD",
  "homo_lumo_gap_ev": 10.63,
  "e_above_lowest_kj_mol": 422.53,
  "homo_energy_ha": -0.4100,
  "smiles": "O.O.O.O.O.O.O.O.O.O",
  "molar_mass_da": 180.15,
  "max_force_ev_per_a": 3.6,
  "energy_ev": -20798.2334,
  "symbols": ["H", "H", "H", "H", "H", "H", "H", "H", "H", "H", "H", "H", "H", "H", "H", "H", "H", "H", "H", "H", "O", "O", "O", "O", "O", "O", "O", "O", "O", "O"],
  "coordinates": [[0.87599, -0.11081, 0.70917], [-0.41363, -0.83032, 0.34656], [0.76952, 0.47077, 3.40176], [0.93194, -0.47382, 4.55935], [-1.16189, 3.96492, 0.94273], [-1.86236, 3.13296, 2.01851], [4.11877, -3.11174, 0.44705], [2.99826, -2.30262, 1.06118], [-0.50851, 2.46922, -0.46062], [-1.00173, 2.07808, -1.90879], [1.82177, 3.84155, 0.76369], [2.34566, 2.41171, 0.91300], [-5.02132, -2.33826, -2.88519], [-3.90611, -2.34382, -1.76932], [-3.26596, -0.40028, -3.17483], [-2.11033, 0.62112, -3.14528], [0.06453, -4.29362, 1.39747], [1.44723, -4.15806, 0.88282], [1.94575, 0.76270, -0.92571], [2.15576, 0.39728, -2.27597], [0.23804, -0.27647, 0.01081], [0.25615, -0.16703, 3.96536], [-1.11303, 3.75827, 1.88362], [3.55023, -2.35798, 0.27127], [-1.29641, 2.51565, -1.11695], [1.75938, 2.92861, 0.33219], [-4.27984, -2.74318, -2.54001], [-2.98473, 0.50939, -3.47243], [0.96431, -4.81388, 1.37051], [2.68256, 0.85969, -1.60195]],
  "forces_ev_per_a": [[-0.2, -0.2, 0.2], [-1.8, -1.5, 1.1], [-1.0, -0.7, 0.8], [0.3, -0.4, 0.6], [-0.1, 0.1, 0.0], [0.8, 0.7, -0.1], [0.2, -0.1, -0.1], [0.1, 0.1, -0.1], [-1.7, -0.1, -1.8], [0.4, -0.1, -0.3], [-0.3, -1.8, -1.0], [-0.2, 0.2, -0.5], [-2.3, 1.7, -0.5], [-0.3, 0.7, 0.6], [0.6, 1.4, -0.5], [1.0, 0.0, 0.4], [2.3, -1.9, 0.2], [1.0, 0.3, -0.6], [1.6, 0.6, -0.6], [0.9, 0.1, -0.5], [1.9, 1.6, -1.2], [0.6, 1.1, -1.4], [-0.8, -0.7, 0.1], [-0.3, 0.0, 0.2], [1.5, 0.3, 2.3], [0.4, 1.6, 1.5], [2.6, -2.3, 0.0], [-1.6, -1.6, 0.0], [-3.2, 1.6, 0.3], [-2.4, -0.8, 0.9]]
}